# 1
2 unconnected molecules or ions with the total composition C12H15N2S in a non-equilibrium geometry, computed with the ωB97M-V functional and the def2-TZVPD basis.

Computed properties:
* Kohn-Sham gap: 5.58 eV
* LUMO: -5.07 eV
* net charge: +1
* relative energy (zero: lowest compared OMol25 entry of this formula, charge and spin): 0.0 kJ/mol
* electronic energy: -973.65932 a.u.

Atoms and positions in Å:
1 C 1.6911 0.0869 2.5770
2 C 0.4963 -0.7965 3.0015
3 N 0.3132 -1.5990 1.7857
4 C -0.5172 -2.7758 1.4560
5 C -0.2803 -3.1085 -0.0215
6 S 1.2090 -2.2645 -0.5864
7 C 1.3266 -1.2729 0.8797
8 N 2.1202 -0.3437 1.3042
9 H 1.3960 1.1404 2.5026
10 H 2.5242 0.0308 3.2905
11 H 0.7239 -1.4474 3.8509
12 H -0.4095 -0.2198 3.2158
13 H -0.2120 -3.6060 2.1002
14 H -1.5687 -2.5614 1.6694
15 H -0.1842 -4.1858 -0.1952
16 H -1.1136 -2.7568 -0.6381
17 C 3.0802 2.0544 -0.7781
18 C 2.2083 2.9685 -1.3373
19 C 1.9425 3.1993 -2.6726
20 C 2.4917 2.5812 -3.7792
21 C 3.4435 1.5820 -3.8240
22 C 4.0739 0.9437 -2.7722
23 C 3.9145 1.1539 -1.4151
24 H 3.1171 2.0453 0.3009
25 H 1.6726 3.5954 -0.6391
26 H 1.2189 3.9744 -2.8785
27 H 2.1411 2.9368 -4.7373
28 H 3.7454 1.2686 -4.8130
29 H 4.7932 0.1880 -3.0505
30 H 4.5347 0.5510 -0.7676

Atoms 1-3, force components in eV/Å:
-0.263 0.606 1.393
-0.495 -0.704 -0.244
0.231 -0.175 -1.725

# 2
A molecular structure, C12H15N3 in a non-equilibrium geometry, computed with the ωB97M-V functional and the def2-TZVPD basis.

Computed properties:
* Kohn-Sham gap: 8.13 eV
* LUMO: 0.78 eV
* net charge: 0
* relative energy (zero: lowest compared OMol25 entry of this formula, charge and spin): 676.2 kJ/mol
* electronic energy: -630.24437 a.u.

Atoms and positions in Å:
1 N 18.5608 26.4732 -26.4389
2 C 19.7764 25.8156 -26.3190
3 C 19.4767 24.5752 -25.6547
4 C 18.0659 24.5862 -25.4229
5 C 17.5189 25.7894 -25.9618
6 H 18.5479 27.4124 -26.8101
7 H 20.7002 26.2920 -26.6123
8 H 20.1322 23.8135 -25.2590
9 H 17.5200 23.8923 -24.8008
10 H 16.5038 26.1541 -25.9077
11 N 15.7712 25.2677 -22.3268
12 C 15.2338 25.6371 -23.5267
13 C 14.4356 26.7601 -23.3516
14 C 14.6744 27.2663 -22.1072
15 C 15.4992 26.2842 -21.4321
16 H 16.4034 24.5008 -22.1470
17 H 15.2437 24.9408 -24.3522
18 H 13.8874 27.4088 -24.0187
19 H 14.3395 28.2013 -21.6831
20 H 16.0294 26.1952 -20.4954
21 N 16.0637 22.6244 -22.0398
22 C 16.3806 23.4908 -21.0506
23 C 17.3961 24.3036 -21.5159
24 C 17.6249 23.9994 -22.8599
25 C 16.7818 23.0337 -23.2065
26 H 15.5903 21.7327 -22.0123
27 H 15.9123 23.3526 -20.0873
28 H 17.7574 25.1942 -21.0230
29 H 18.3443 24.5240 -23.4711
30 H 16.6429 22.5948 -24.1835

Atoms 1-3, force components in eV/Å:
1.974 1.048 -0.999
-1.477 -1.918 1.475
-0.673 2.241 -0.751

# 3
A single C12H15NO molecule in a non-equilibrium geometry, computed with the ωB97M-V functional and the def2-TZVPD basis.

Computed properties:
* Kohn-Sham gap: 9.57 eV
* LUMO: 0.61 eV
* net charge: 0
* SMILES: Cc1cccc(C[C@@H]2CNC(=O)C2)c1
* relative energy (zero: lowest compared OMol25 entry of this formula, charge and spin): 252.8 kJ/mol
* electronic energy: -596.19136 a.u.

Atoms and positions in Å:
1 C -3.1744 0.9225 1.8075
2 C -2.4671 0.9201 0.4248
3 C -2.7154 1.8798 -0.6485
4 C -1.9456 1.7692 -1.8784
5 C -0.9310 0.7647 -2.1372
6 C -0.6753 -0.2037 -1.0590
7 C 0.4146 -1.3225 -1.1597
8 C 1.7740 -0.7337 -0.6230
9 C 2.9294 -1.7608 -0.1689
10 N 3.2286 -1.6073 1.2934
11 C 3.0283 -0.1478 1.5188
12 O 3.6808 0.6000 2.1738
13 C 1.7070 0.1245 0.7152
14 C -1.4562 -0.0976 0.1845
15 H -3.0872 1.9433 2.2778
16 H -2.6414 0.2312 2.5178
17 H -4.2523 0.6256 1.7732
18 H -3.4650 2.6834 -0.4867
19 H -2.1556 2.5140 -2.6774
20 H -0.3465 0.7142 -3.0867
21 H 0.4862 -1.6118 -2.2468
22 H 0.0536 -2.2263 -0.6006
23 H 2.0579 0.0194 -1.4128
24 H 2.6948 -2.8155 -0.4486
25 H 3.8330 -1.2852 -0.6273
26 H 2.3512 -1.9714 1.7036
27 H 1.3897 1.1693 0.4843
28 H 0.9054 -0.2454 1.4203
29 H -1.2214 -0.8523 0.9668

Atoms 1-3, force components in eV/Å:
0.523 0.434 0.109
1.094 -0.520 -1.329
1.579 -1.789 0.195

# 4
A single C12H15P molecule in a non-equilibrium geometry, computed with the ωB97M-V functional and the def2-TZVPD basis.

Computed properties:
* Kohn-Sham gap: 9.27 eV
* LUMO: 0.85 eV
* net charge: 0
* SMILES: CCC#Cc1ccccc1PCC
* relative energy (zero: lowest compared OMol25 entry of this formula, charge and spin): 127.7 kJ/mol
* electronic energy: -807.49200 a.u.

Atoms and positions in Å:
1 C 3.1206 0.6155 0.7893
2 C 2.5376 2.0707 0.7770
3 C 1.1880 1.9131 0.4288
4 C 0.0674 1.5411 0.2455
5 C -1.3605 1.1368 0.1218
6 C -2.0718 1.8864 -0.8172
7 C -3.3257 1.4607 -1.1741
8 C -3.9589 0.3961 -0.4876
9 C -3.2516 -0.1925 0.5527
10 C -1.9229 0.0738 0.7825
11 P -1.0335 -1.1755 1.8522
12 C -1.0614 -2.5449 0.6095
13 C -0.4760 -2.1333 -0.7319
14 H 3.1222 0.0922 -0.1527
15 H 2.5848 -0.1303 1.4357
16 H 4.2014 0.5833 1.1831
17 H 3.0349 2.6395 -0.0566
18 H 2.7407 2.5749 1.8271
19 H -1.6362 2.7936 -1.2656
20 H -3.8380 2.0483 -1.9148
21 H -4.8462 -0.0990 -0.8237
22 H -3.8398 -1.0610 1.0697
23 H 0.3185 -0.5962 1.5488
24 H -0.1807 -3.2104 1.0916
25 H -1.9511 -3.1693 0.5906
26 H 0.5194 -1.6898 -0.7272
27 H -0.2921 -3.0382 -1.3347
28 H -1.1429 -1.5112 -1.2821

Atoms 1-3, force components in eV/Å:
1.744 -0.710 1.813
2.842 -0.073 0.795
-1.627 0.035 0.277

# 5
A single C12H16 molecule in a non-equilibrium geometry, computed with the ωB97M-V functional and the def2-TZVPD basis.

Computed properties:
* Kohn-Sham gap: 8.30 eV
* LUMO: 0.80 eV
* net charge: 0
* SMILES: C=C(C)C#C[C@]1(C)/C(=C\C)[C@H]1C
* relative energy (zero: lowest compared OMol25 entry of this formula, charge and spin): 401.8 kJ/mol
* electronic energy: -466.62195 a.u.

Atoms and positions in Å:
1 C -1.8761 -3.5614 -0.6806
2 C -2.2525 -2.4989 0.0277
3 C -3.5658 -2.3088 0.6871
4 C -1.2981 -1.4150 0.1930
5 C -0.2473 -0.7863 0.2693
6 C 0.7114 0.2456 0.5458
7 C 0.1394 1.3103 1.5127
8 C 1.7350 0.9708 -0.7795
9 C 1.5542 1.6662 -1.8454
10 C 0.2981 2.2905 -2.3988
11 C 2.1925 0.1288 0.2974
12 C 3.2063 0.6235 1.3542
13 H -2.6059 -4.3021 -0.8301
14 H -0.8217 -3.7056 -1.2047
15 H -4.0122 -1.4018 0.5484
16 H -4.2516 -3.1143 0.1648
17 H -3.4662 -2.4462 1.8410
18 H 0.9863 1.7804 2.1706
19 H -0.5259 0.9058 2.2306
20 H -0.2550 2.0987 0.8640
21 H 2.4414 2.0360 -2.3310
22 H 0.2669 3.4198 -2.6376
23 H -0.4977 2.1829 -1.5883
24 H -0.1444 1.8018 -3.3579
25 H 2.4166 -0.8452 -0.1150
26 H 4.2299 0.6706 1.0006
27 H 3.1790 -0.1772 2.1163
28 H 2.9123 1.5996 1.8021

Atoms 1-3, force components in eV/Å:
2.275 0.233 -1.068
1.602 1.515 -0.063
-0.532 -4.654 0.953

# 6
A gas-phase ion, C12H16B2ClF6N2O6 (charge +1) in a non-equilibrium geometry, computed with the ωB97M-V functional and the def2-TZVPD basis.

Computed properties:
* Kohn-Sham gap: 7.92 eV
* LUMO: -4.80 eV
* net charge: +1
* SMILES: CN(C)B(O)[C@]1(Cl)C=[NH+][C@H](CB(O)O)[C@@H]1C(=O)C(F)(F)C(F)(F)C(F)(F)C(=O)O
* electronic energy: -2136.80400 a.u.

Atoms and positions in Å:
1 C 2.3233 -2.0656 1.7750
2 N 1.6590 -2.7334 0.6338
3 C 2.6107 -3.5407 -0.1406
4 B 0.8374 -1.9068 -0.1779
5 O 1.0957 -1.5887 -1.4863
6 C -0.6313 -1.4379 0.3771
7 Cl -0.8766 -1.9064 2.0736
8 C -1.5975 -2.1598 -0.5159
9 N -2.6225 -1.4669 -0.8133
10 C -2.6263 -0.1747 -0.0948
11 C -3.5491 0.9382 -0.5910
12 B -4.8724 1.0226 0.2923
13 O -5.3138 2.1585 0.8710
14 O -5.6125 -0.1389 0.4633
15 C -1.1463 0.0590 0.2107
16 C -0.4838 0.8507 -0.8907
17 O -0.7326 0.6348 -2.0435
18 C 0.4440 2.0258 -0.4897
19 F 0.6170 2.0120 0.8623
20 F -0.2487 3.1461 -0.8022
21 C 1.8365 2.0566 -1.2286
22 F 1.9905 3.2552 -1.8264
23 F 1.8474 1.0980 -2.1829
24 C 3.0952 1.8630 -0.3354
25 F 2.8817 0.8162 0.5260
26 F 4.0886 1.5059 -1.1663
27 C 3.5675 3.1318 0.4300
28 O 4.6843 3.4923 0.3122
29 O 2.6383 3.7747 1.1565
30 H 1.7467 -1.2090 2.1065
31 H 3.3224 -1.7576 1.4774
32 H 2.4106 -2.7531 2.6131
33 H 3.5066 -2.9786 -0.4071
34 H 2.9262 -4.3962 0.4522
35 H 2.1540 -3.9186 -1.0477
36 H 1.8007 -0.9457 -1.6203
37 H -1.4055 -3.1427 -0.9239
38 H -3.3427 -1.7703 -1.4603
39 H -3.0168 -0.4785 0.8804
40 H -3.0152 1.8796 -0.6920
41 H -3.8905 0.6675 -1.5930
42 H -4.7484 2.9160 0.6901
43 H -5.4537 -0.5465 1.3211
44 H -1.1565 0.5289 1.1859
45 H 2.2584 3.1832 1.8194

Atoms 1-3, force components in eV/Å:
-0.535 -0.783 0.306
0.487 0.945 -0.926
0.157 -0.202 0.310

# 7
A molecular structure, C12H16BN2O10Pb3 in a non-equilibrium geometry, computed with the ωB97M-V functional and the def2-TZVPD basis.

Computed properties:
* Kohn-Sham gap: 1.79 eV
* LUMO: -13.59 eV
* net charge: +3
* electronic energy: -1931.23812 a.u.

Atoms and positions in Å:
1 Pb -28.5688 2.2555 0.7061
2 Pb -26.0090 -0.7070 -0.3816
3 Pb -29.8804 -1.5102 0.2055
4 O -33.3350 2.3054 -7.1108
5 C -32.4946 1.9379 -6.2218
6 O -32.5646 2.3742 -4.9603
7 B -31.3690 1.8286 -4.2425
8 O -30.6661 1.0380 -5.2850
9 C -31.1638 1.0996 -6.4484
10 O -30.7636 0.6488 -7.5019
11 O -31.6954 0.8904 -3.1021
12 C -31.0172 1.3567 -2.0149
13 O -31.0325 0.8896 -0.9443
14 C -30.3564 2.6354 -2.4458
15 O -30.6204 2.9604 -3.6932
16 O -29.5887 3.2392 -1.6506
17 O -29.4525 0.2064 2.0062
18 H -30.1259 0.3433 2.7008
19 O -28.2710 0.1362 -0.6676
20 H -28.1974 0.3083 -1.6265
21 C -25.9714 -0.0893 -6.6672
22 C -27.4027 -0.4633 -6.6487
23 C -27.9125 -1.0005 -5.3578
24 C -27.1150 -0.5405 -4.1564
25 N -26.5025 -0.1419 -3.2756
26 H -25.4941 -0.1292 -7.6463
27 H -25.2791 -0.7085 -6.0968
28 H -25.9163 0.8993 -6.2114
29 H -27.5775 -1.2365 -7.3968
30 H -28.1045 0.3616 -6.7718
31 H -27.8880 -2.0902 -5.3504
32 H -28.9046 -0.7655 -4.9725
33 C -26.6802 3.9079 -4.8898
34 C -25.3311 3.1360 -4.5525
35 C -24.8190 3.3920 -3.0928
36 C -25.7186 2.9188 -2.0774
37 N -26.4322 2.5905 -1.1775
38 H -27.3165 3.7191 -4.0252
39 H -27.1786 3.4132 -5.7235
40 H -26.5674 4.9384 -5.2267
41 H -24.5837 3.4722 -5.2711
42 H -25.4023 2.0587 -4.7022
43 H -24.7053 4.4718 -2.9965
44 H -23.8715 2.8924 -2.8910

Atoms 1-3, force components in eV/Å:
-1.155 0.207 -0.867
-0.323 1.231 -1.835
-0.909 2.377 1.206